# 1
22
Properties=species:S:1:pos:R:3:forces:R:3:mulliken_charge:R:1 method="wB97M-V/def2-TZVPD" charge=+1 fmax_ev_per_a=4.53 homo_energy_ev="-9.349 / -13.013" e_lumo_ev="-3.75 / -4.16" spin_multiplicity=2 relative_energy_kcal_mol=13.0
O -0.14121 1.92962 -1.63430 1.025 1.379 -0.925 -0.637
C 1.25109 1.94369 -1.61354 1.132 1.010 -0.044 -0.483
C 1.81987 0.60046 -1.17266 0.357 -0.621 -1.505 -0.406
O 1.15867 0.07643 -0.03247 -1.449 0.406 0.371 -0.409
C 0.62770 -1.25383 -0.09582 -0.903 -1.505 -3.028 -0.637
C -0.01458 -1.45779 1.25551 -0.213 -0.555 0.074 -0.395
O -1.09670 -0.53043 1.37381 -0.079 -0.406 -0.050 -0.290
C -1.88303 -0.57660 2.54581 -0.056 -0.119 0.731 -0.660
Lu -1.11785 0.94342 -0.17397 0.099 0.809 2.743 1.352
H 1.62173 2.76909 -0.97857 -0.127 -0.308 0.039 0.283
H 1.67521 2.16555 -2.61060 -0.162 -0.206 0.271 0.377
H 2.90010 0.65260 -0.97046 -0.339 -0.003 -0.140 0.356
H 1.60878 -0.10746 -1.99353 0.393 0.167 0.166 0.310
H 1.41308 -1.99497 -0.28516 0.075 0.237 0.440 0.509
H 0.68046 -1.18971 2.06847 0.030 -0.574 -0.313 0.314
H -0.43401 -2.47190 1.32948 0.372 0.201 0.166 0.411
H -2.71950 0.11677 2.40674 0.109 -0.151 0.066 0.274
H -2.27917 -1.59181 2.68953 0.146 0.330 0.123 0.285
H -1.25787 -0.23478 3.38406 -0.385 -0.308 0.012 0.325
Mg -1.86965 1.70666 -2.64167 -0.036 -0.447 -1.047 0.642
O -1.76880 0.03641 -1.60926 -1.992 -0.763 -1.960 -0.832
H -0.17429 -1.53141 -1.24141 2.003 1.425 3.807 0.312

# 2
17
Properties=species:S:1:pos:R:3:forces:R:3:mulliken_charge:R:1 method="wB97M-V/def2-TZVPD" charge=0 fmax_ev_per_a=0.78 homo_energy_ev=-7.837 e_lumo_ev=0.91 spin_multiplicity=1 relative_energy_kcal_mol=131.1
C -0.34222 -2.46475 0.61037 0.091 0.004 -0.034 -1.223
C -0.39911 -0.94379 0.82053 0.033 0.124 0.071 -0.226
C 0.53342 -0.17539 -0.12747 0.156 -0.256 -0.057 -0.601
N -0.52381 1.51271 0.35711 -0.691 0.350 -0.037 -0.432
C 0.85140 1.61233 -0.40801 0.305 -0.253 -0.124 -0.547
C -0.56598 2.28170 -0.75123 -0.127 0.227 0.115 -0.402
H -0.63082 -2.74055 -0.41220 0.098 0.088 0.140 0.317
H -1.05746 -2.95363 1.28407 0.170 0.120 -0.107 0.346
H 0.64491 -2.89503 0.81122 -0.080 0.097 -0.039 0.341
H -1.42211 -0.60467 0.65423 0.184 -0.047 0.026 0.321
H -0.15422 -0.69791 1.85822 -0.015 -0.001 -0.107 0.290
H 0.28176 -0.41540 -1.16560 0.004 0.004 0.199 0.314
H 1.57286 -0.46796 0.06324 -0.076 0.053 -0.082 0.289
H 1.56573 2.28239 0.10061 -0.329 -0.447 -0.132 0.387
H 1.22604 1.32530 -1.39500 -0.301 -0.119 0.027 0.281
H -0.35613 3.35735 -0.70754 0.073 -0.041 0.177 0.305
H -1.22427 1.98730 -1.59255 0.504 0.099 -0.035 0.241

# 3
17
Properties=species:S:1:pos:R:3:forces:R:3:mulliken_charge:R:1 method="wB97M-V/def2-TZVPD" charge=0 fmax_ev_per_a=0.40 homo_energy_ev=-7.019 e_lumo_ev=0.81 spin_multiplicity=1 relative_energy_kcal_mol=156.7
C -1.44786 -0.13859 -2.06272 -0.061 -0.024 0.028 -1.094
C -0.04705 -0.03077 -1.49757 0.044 0.167 -0.325 -0.422
C -0.02954 -0.26034 0.40522 -0.175 0.108 0.118 0.068
C 0.74760 -1.39065 0.98322 -0.138 -0.067 0.367 -0.725
N 1.22213 0.05679 0.91933 0.024 0.039 -0.052 -0.273
C 1.13689 0.88325 2.11565 0.024 0.084 0.203 -0.843
H -1.79174 -1.17722 -2.07450 0.030 0.136 -0.002 0.346
H -2.16017 0.45377 -1.47877 0.107 -0.092 -0.087 0.337
H -1.47236 0.23316 -3.09206 0.022 -0.044 0.153 0.334
H 0.70836 -0.59089 -2.06831 -0.075 0.009 0.085 0.346
H 0.33382 0.98330 -1.38863 -0.078 -0.209 0.074 0.399
H -0.98585 0.21538 0.60864 0.200 -0.121 0.004 0.374
H 0.11810 -0.92965 -0.62753 -0.028 0.075 -0.249 0.142
H 0.26565 -1.60777 1.95625 0.111 0.035 -0.148 0.111
H 1.05771 1.94237 1.84237 0.008 -0.138 0.032 0.303
H 2.05673 0.74514 2.69027 -0.128 0.032 -0.073 0.268
H 0.28757 0.61270 2.76914 0.113 0.010 -0.128 0.330

# 4
17
Properties=species:S:1:pos:R:3:forces:R:3:mulliken_charge:R:1 method="wB97M-V/def2-TZVPD" charge=0 fmax_ev_per_a=0.41 homo_energy_ev=-7.404 e_lumo_ev=0.90 spin_multiplicity=1 relative_energy_kcal_mol=75.2
C 1.95048 -0.21508 -0.51204 0.150 -0.092 -0.095 -0.916
N 0.79998 0.33805 0.15046 -0.240 0.057 -0.169 0.208
C 0.64979 0.82568 1.42564 -0.092 0.154 0.270 -0.718
C -0.50776 0.00951 0.01079 -0.078 -0.072 -0.139 0.640
C -1.57830 1.03340 -0.26287 -0.017 0.107 0.002 -1.326
C -0.88656 -1.42106 -0.33570 0.004 -0.004 0.167 -1.381
H 2.15060 -1.25115 -0.20820 0.006 0.089 -0.017 0.323
H 1.79665 -0.18362 -1.59454 0.088 -0.025 0.090 0.286
H 2.81867 0.39603 -0.25076 -0.071 -0.078 -0.043 0.311
H 1.06671 1.80791 1.68987 -0.304 -0.223 -0.172 0.297
H 0.33960 0.18920 2.24564 0.184 -0.213 -0.124 0.242
H -2.41943 0.93849 0.43518 0.157 0.020 -0.081 0.316
H -1.99863 0.89683 -1.27188 0.088 -0.016 0.062 0.327
H -1.17870 2.04483 -0.17786 -0.018 -0.093 0.008 0.354
H -1.89595 -1.66254 0.01029 0.104 0.077 0.020 0.371
H -0.89532 -1.58611 -1.42687 0.072 0.203 0.206 0.312
H -0.19632 -2.15353 0.09269 -0.033 0.109 0.016 0.354

# 5
17
Properties=species:S:1:pos:R:3:forces:R:3:mulliken_charge:R:1 method="wB97M-V/def2-TZVPD" charge=0 fmax_ev_per_a=2.67 homo_energy_ev=-5.952 e_lumo_ev=-3.01 spin_multiplicity=1 relative_energy_kcal_mol=181.7
C 0.93598 -2.29855 1.55524 -0.141 0.067 2.296 -0.472
C -1.09474 2.27022 0.37664 -0.769 -0.042 0.555 -0.697
C -0.90683 1.23397 -0.54765 0.520 2.057 -1.035 0.816
C -1.31860 1.33952 -1.88249 0.364 -2.254 0.551 -0.885
C 0.20769 0.26527 -0.35637 2.356 -0.065 1.255 -1.176
N 1.80189 -2.14583 0.46421 -0.168 -0.924 -0.887 -0.500
H 0.10810 -1.48784 1.63532 0.622 -1.146 -0.384 0.124
H 0.54143 -3.31922 1.88469 0.187 1.145 -0.934 0.286
H -1.44499 3.26859 0.04099 0.009 -0.898 0.219 0.275
H -0.96002 2.16677 1.48606 0.297 -0.078 -1.351 0.278
H -0.90651 0.51402 -2.54262 -0.681 1.393 0.544 0.270
H -2.18727 1.87659 -2.20896 -0.057 0.523 -0.126 0.336
H -0.00393 -0.73950 -0.02806 -0.392 -0.269 -0.822 0.082
H 0.85494 0.35012 -1.24513 -0.594 -0.695 -0.039 0.412
H 0.99187 0.54950 0.38721 -0.945 0.281 -0.012 0.472
H 1.96669 -3.06514 -0.02836 -0.421 1.141 0.760 0.172
H 1.48539 -1.95564 2.49711 -0.186 -0.234 -0.592 0.207

# 6
17
Properties=species:S:1:pos:R:3:forces:R:3:mulliken_charge:R:1 method="wB97M-V/def2-TZVPD" charge=0 fmax_ev_per_a=1.29 homo_energy_ev=-8.103 e_lumo_ev=1.15 smiles=CN1CCCC1 spin_multiplicity=1 relative_energy_kcal_mol=16.8
C 1.29738 -1.26155 -0.89936 -0.240 -0.414 0.759 -0.915
N 0.00184 -0.82686 -0.40134 0.037 0.195 0.229 -0.133
C -0.53157 0.35618 -1.05804 1.116 0.607 0.232 -0.724
C -0.47971 1.51478 -0.03724 -0.067 -0.262 0.120 -0.516
C -0.39196 0.83101 1.35159 -0.172 0.145 -0.583 -0.443
C -0.16374 -0.66188 1.05155 0.459 0.071 -0.500 -0.687
H 1.11788 -2.02050 -1.66085 0.443 0.303 -0.430 0.285
H 1.85110 -1.76992 -0.10939 -0.129 -0.121 0.134 0.337
H 1.95505 -0.44268 -1.20198 -0.076 0.066 -0.480 0.350
H 0.09964 0.60053 -1.91593 -0.159 -0.093 -0.133 0.324
H -1.53281 0.23880 -1.41617 -0.766 -0.355 -0.186 0.369
H -1.36414 2.14192 -0.15393 0.093 0.110 0.156 0.339
H 0.40184 2.14049 -0.18049 -0.041 -0.015 -0.152 0.235
H -1.31805 0.97654 1.90481 0.109 0.040 0.190 0.263
H 0.44289 1.26131 1.89874 -0.095 -0.037 0.255 0.262
H 0.70635 -1.05722 1.57795 0.003 -0.024 -0.028 0.330
H -1.01085 -1.25530 1.34221 -0.516 -0.216 0.417 0.324

# 7
17
Properties=species:S:1:pos:R:3:forces:R:3:mulliken_charge:R:1 method="wB97M-V/def2-TZVPD" charge=0 fmax_ev_per_a=1.31 homo_energy_ev=-5.741 e_lumo_ev=-2.98 spin_multiplicity=1 relative_energy_kcal_mol=161.5
C -1.37610 -2.24321 1.82180 -0.022 -0.024 0.309 -0.719
C 1.09649 0.81399 -2.40199 -0.265 0.442 0.044 -0.941
C 0.59046 1.28682 -1.21106 -0.386 0.556 0.308 1.187
C 0.26679 2.63271 -1.03385 0.536 -0.938 -0.745 -0.923
C 0.40684 0.35728 -0.07007 0.159 -0.367 0.457 -1.121
N -0.16937 -1.48939 1.91068 0.076 0.100 0.119 -0.440
H -1.60544 -2.89338 2.67378 0.065 -0.063 0.017 0.323
H -2.24543 -1.57366 1.69944 0.100 -0.058 -0.194 0.229
H 1.24905 1.49999 -3.21858 0.099 0.007 -0.244 0.291
H 1.32594 -0.22948 -2.54525 0.080 -0.083 0.023 0.298
H -0.07935 3.00065 -0.08231 -0.118 0.101 -0.001 0.295
H 0.42773 3.29648 -1.87174 -0.072 0.322 0.146 0.283
H -0.45881 -0.29587 -0.16762 -0.025 0.122 -0.207 0.208
H 1.26241 -0.31979 0.02309 -0.153 0.181 0.141 0.318
H 0.26082 0.88877 0.87349 0.192 -0.169 -0.123 0.330
H 0.40737 -1.84060 2.67447 -0.135 -0.145 0.013 0.150
H -1.35941 -2.89131 0.92576 -0.130 0.016 -0.061 0.231

# 8
17
Properties=species:S:1:pos:R:3:forces:R:3:mulliken_charge:R:1 method="wB97M-V/def2-TZVPD" charge=0 fmax_ev_per_a=0.46 homo_energy_ev=-9.061 e_lumo_ev=1.22 smiles=C[C@@H]1[C@H](C)N1C spin_multiplicity=1 relative_energy_kcal_mol=38.6
C 1.87726 -0.34419 0.35950 0.274 0.173 -0.072 -1.104
C 0.62715 -0.28946 -0.49395 0.124 -0.257 0.199 -0.384
C -0.54187 0.66623 -0.56841 -0.137 0.132 -0.058 0.514
C -0.55229 2.10550 -0.11502 0.061 0.011 0.036 -1.315
N -0.48335 -0.37257 0.41375 -0.256 -0.109 0.047 -0.281
C -1.18553 -1.61717 0.34832 -0.336 -0.209 -0.010 -0.864
H 1.61260 -1.01529 1.19226 0.302 0.191 -0.249 0.245
H 2.72735 -0.78898 -0.15954 0.113 0.331 -0.069 0.343
H 2.13822 0.61405 0.81344 0.125 -0.023 -0.158 0.276
H 0.61771 -0.96226 -1.36472 0.010 -0.089 0.452 0.385
H -1.23185 0.44772 -1.39288 0.305 0.118 -0.087 0.398
H 0.38162 2.37025 0.38994 -0.156 -0.050 -0.002 0.282
H -1.38210 2.27919 0.57863 0.116 0.002 -0.110 0.252
H -0.67701 2.77238 -0.97599 0.064 -0.107 0.156 0.361
H -2.09627 -1.56625 0.94383 -0.120 -0.160 -0.096 0.299
H -0.51319 -2.36718 0.79165 -0.319 0.033 -0.090 0.263
H -1.40161 -1.92712 -0.68745 -0.170 0.013 0.112 0.329